{
  "formula": "C37H51F6N5P4RhSi2",
  "method": "ωB97M-V/def2-TZVPD",
  "species": ["Rh", "C", "Si", "C", "C", "N", "P", "C", "P", "N", "Si", "C", "C", "C", "C", "C", "C", "C", "C", "C", "C", "C", "C", "C", "C", "C", "C", "C", "C", "C", "C", "C", "C", "C", "C", "C", "C", "C", "H", "H", "H", "H", "H", "H", "H", "H", "H", "H", "H", "H", "H", "H", "H", "H", "H", "H", "H", "H", "H", "H", "H", "H", "H", "H", "H", "H", "H", "H", "H", "H", "H", "H", "H", "H", "H", "H", "C", "N", "C", "N", "C", "N", "C", "P", "C", "C", "H", "H", "H", "H", "H", "H", "H", "H", "H", "H", "H", "H", "H", "F", "P", "F", "F", "F", "F", "F"],
  "xyz": [[-0.258, -0.983, -0.975], [-0.451, 1.998, -4.317], [1.011, 1.501, -3.225], [2.139, 3.003, -3.011], [1.966, 0.076, -3.968], [0.343, 1.035, -1.654], [-0.246, 1.843, -0.393], [0.090, 0.800, 0.979], [1.618, -0.047, 1.162], [1.520, -1.313, 0.162], [2.358, -2.818, -0.228], [3.299, -2.711, -1.857], [3.617, -3.292, 1.083], [0.939, -4.066, -0.368], [1.715, -0.558, 2.892], [0.580, -0.482, 3.700], [0.636, -0.903, 5.020], [1.824, -1.400, 5.538], [2.962, -1.453, 4.744], [2.913, -1.030, 3.427], [3.113, 0.906, 0.853], [3.688, 0.876, -0.415], [4.816, 1.639, -0.670], [5.356, 2.435, 0.332], [4.786, 2.459, 1.600], [3.661, 1.696, 1.866], [-2.055, 1.979, -0.536], [-2.716, 1.263, -1.532], [-4.094, 1.371, -1.672], [-4.813, 2.200, -0.819], [-4.152, 2.933, 0.160], [-2.776, 2.826, 0.304], [0.275, 3.565, -0.297], [-0.421, 4.502, -1.067], [-0.008, 5.822, -1.080], [1.097, 6.212, -0.332], [1.782, 5.285, 0.441], [1.371, 3.963, 0.462], [-0.070, 2.508, -5.204], [-1.002, 1.113, -4.642], [-1.138, 2.670, -3.800], [2.781, 3.082, -3.891], [1.566, 3.925, -2.934], [2.776, 2.923, -2.129], [2.491, 0.426, -4.859], [2.709, -0.341, -3.287], [1.298, -0.727, -4.280], [4.185, -2.080, -1.769], [3.631, -3.723, -2.102], [2.677, -2.360, -2.677], [4.452, -2.589, 1.111], [3.194, -3.371, 2.085], [4.021, -4.269, 0.808], [-0.006, -3.543, -0.541], [1.095, -4.722, -1.225], [0.844, -4.680, 0.529], [-0.328, -0.060, 3.286], [-0.238, -0.832, 5.654], [1.865, -1.736, 6.565], [3.894, -1.815, 5.159], [3.806, -1.060, 2.816], [3.244, 0.256, -1.184], [5.277, 1.616, -1.649], [6.229, 3.039, 0.124], [5.223, 3.070, 2.379], [3.212, 1.709, 2.852], [-2.147, 0.672, -2.237], [-4.594, 0.841, -2.474], [-5.885, 2.297, -0.932], [-4.708, 3.605, 0.800], [-2.259, 3.407, 1.058], [-1.272, 4.194, -1.660], [-0.543, 6.550, -1.675], [1.420, 7.244, -0.349], [2.637, 5.595, 1.028], [1.901, 3.240, 1.063], [-5.129, -1.612, 1.576], [-4.542, -2.798, 0.812], [-3.899, -3.748, 1.829], [-2.935, -3.059, 2.612], [-3.540, -1.933, 3.314], [-4.128, -0.987, 2.370], [-3.131, -0.265, 1.593], [-2.106, -1.426, 0.549], [-3.545, -2.357, -0.208], [-1.734, -2.685, 1.877], [-5.928, -1.998, 2.209], [-5.542, -0.914, 0.848], [-5.296, -3.293, 0.329], [-3.443, -4.568, 1.277], [-4.700, -4.131, 2.462], [-2.781, -1.424, 3.907], [-4.315, -2.304, 3.987], [-2.469, 0.286, 2.262], [-3.629, 0.460, 0.953], [-3.162, -3.232, -0.731], [-4.034, -1.719, -0.946], [-0.995, -2.273, 2.565], [-1.297, -3.572, 1.414], [0.430, -2.331, -2.987], [-1.069, -2.563, -3.656], [-1.565, -2.912, -2.069], [-0.549, -2.118, -5.067], [-2.583, -2.677, -4.099], [-1.338, -0.966, -3.230], [-0.764, -4.086, -3.873]],
  "forces_ev_per_angstrom": [[1.88, 2.07, 0.81], [0.52, -0.29, 0.19], [-0.09, 0.45, -0.85], [-0.22, -0.38, 0.14], [-0.26, 0.14, 0.14], [-0.29, -1.35, 0.86], [0.01, 0.55, -0.94], [-0.79, -1.00, -0.61], [1.07, -0.28, 0.49], [-2.01, 0.84, -0.74], [0.37, -0.84, -0.59], [-0.38, 0.06, 0.48], [-0.40, 0.27, 0.03], [0.42, 0.27, 0.05], [-0.20, 0.31, -0.16], [0.06, 0.01, 0.00], [-0.04, -0.04, 0.04], [-0.03, 0.01, -0.02], [0.06, -0.04, 0.01], [0.04, 0.01, -0.02], [-0.33, -0.17, 0.17], [-0.02, 0.00, 0.01], [0.01, 0.01, -0.03], [0.02, -0.01, -0.03], [-0.04, 0.05, 0.03], [0.10, -0.01, -0.01], [0.07, -0.04, 0.02], [0.13, 0.08, -0.01], [-0.09, -0.04, 0.04], [0.00, -0.05, -0.04], [0.02, 0.06, 0.09], [0.02, -0.07, 0.01], [-0.06, -0.39, 0.27], [-0.03, -0.03, -0.05], [0.02, 0.01, -0.05], [-0.01, -0.01, 0.01], [0.06, 0.03, 0.03], [-0.02, -0.03, -0.02], [-0.08, 0.02, -0.02], [-0.04, 0.05, -0.02], [0.01, 0.05, -0.01], [-0.01, -0.03, -0.01], [-0.02, 0.06, 0.01], [0.03, 0.02, -0.02], [0.00, 0.08, 0.02], [0.01, 0.06, -0.03], [0.12, 0.09, -0.02], [0.01, 0.01, -0.02], [0.05, 0.01, -0.01], [0.09, -0.06, 0.01], [0.01, -0.01, -0.03], [0.01, -0.06, -0.01], [-0.01, -0.01, -0.06], [-0.04, -0.16, -0.01], [-0.05, -0.03, 0.01], [-0.01, 0.02, 0.03], [-0.01, 0.00, 0.06], [0.00, 0.01, -0.01], [0.02, 0.03, 0.01], [-0.01, -0.02, -0.01], [0.01, 0.01, 0.05], [0.06, 0.02, -0.03], [-0.02, 0.01, 0.00], [0.02, -0.03, 0.02], [-0.01, 0.00, 0.00], [0.05, 0.01, 0.00], [-0.07, 0.04, -0.02], [-0.01, 0.00, 0.02], [0.01, 0.03, -0.02], [0.00, -0.02, 0.02], [-0.05, 0.03, 0.02], [-0.01, 0.07, 0.00], [0.00, -0.02, -0.02], [0.00, 0.00, 0.01], [-0.01, -0.01, 0.01], [0.09, 0.01, 0.03], [-0.09, 0.25, 0.16], [-0.11, -0.01, 0.05], [0.18, -0.13, 0.16], [-0.03, -0.05, 0.12], [-0.04, 0.01, -0.04], [0.02, -0.11, 0.01], [0.25, 0.23, -0.18], [-0.17, -0.45, 0.47], [0.48, 0.17, -0.35], [0.22, 0.05, -0.27], [0.02, -0.10, -0.05], [0.03, -0.06, -0.07], [-0.01, 0.00, 0.02], [-0.05, 0.03, -0.07], [-0.07, 0.06, -0.06], [0.01, -0.01, 0.00], [-0.01, 0.00, -0.04], [0.02, -0.01, -0.06], [0.03, 0.00, -0.06], [-0.07, 0.00, 0.04], [-0.09, -0.01, 0.04], [0.01, -0.02, -0.01], [0.04, 0.04, 0.00], [-0.07, -0.12, 0.17], [-0.27, -0.29, 0.29], [0.04, -0.07, -0.16], [-0.04, 0.04, 0.02], [0.10, 0.01, -0.12], [-0.05, 0.10, 0.40], [0.03, -0.01, -0.07]],
  "s_squared": 0.9611,
  "spin_multiplicity": 2,
  "charge": 2,
  "gap_ev": [6.31, 6.50],
  "fmax_ev_per_a": 2.91
}